Molecular formula: C8H12NO
Method: DFT, the ωB97M-V functional and the def2-TZVPD basis

CARTESIAN COORDINATES (ANGSTROEM)
H 3.5969 1.0609 -1.0186
C -1.9608 0.5133 1.1396
C 2.2445 -0.9136 0.3966
C -1.7672 0.1816 -0.1111
H -0.2828 -0.7098 -1.4588
C 1.2602 -1.7374 0.9686
H -2.6735 -0.9063 -1.6153
C 2.9500 1.3757 -0.2586
H 3.5849 1.7154 0.5463
H -1.1651 0.4737 1.9127
H -0.7336 -2.2139 0.8118
N 1.9751 0.2988 0.0223
H -3.6283 0.6788 -1.0104
H 1.5264 -2.6205 1.5592
H 3.2358 -1.3899 0.5208
C -0.3155 -0.3637 -0.3302
C -2.7208 0.2600 -1.3160
H 2.2417 2.1922 -0.6506
C 0.0137 -1.5431 0.5643
H -2.3129 0.8738 -2.1396
O 0.6730 0.7225 0.0935
H -2.8552 0.9802 1.4203

Calculated values
SMILES string: C=C(C)[C@@H]1C=CC=[N+](C)O1
Energy relative to the best compared isomer or geometry (same formula, charge and spin) (kcal per mole): 76.7
Spin multiplicity: 1
Molecular weight (Da): 138.2
HOMO level (eV): -13.47
Total charge: +1
Frontier orbital gap (eV): 8.49

Let us look at the Mulliken charges, expressed in e, one per atom: 0.399, -1.087, 0.141, 0.568, 0.260, -0.658, 0.269, -0.896, 0.319, 0.235, 0.522, 0.237, 0.399, 0.397, 0.416, 0.212, -1.080, 0.349, -0.374, 0.294, -0.288, 0.367

Molecular formula: C27H42Cl3N4O3SiSr
Method: DFT, the ωB97M-V functional and the def2-TZVPD basis

CARTESIAN COORDINATES (ANGSTROEM)
C -2.3475 3.1646 -1.5208
C 0.1933 -4.4072 0.5558
C 2.7873 -2.3450 1.5935
C 3.7899 -2.3207 2.5677
H -4.5416 0.6460 -1.5932
H 3.7564 2.5146 2.9847
C 2.3680 0.6746 4.4128
H -2.2287 0.1841 -5.0353
C 3.5321 -2.8147 -1.9275
C 3.5571 1.5902 2.4227
N 2.3745 0.9309 2.9762
H -0.5555 -2.6382 1.4104
C 1.1525 -2.7947 3.3056
C -5.1524 0.3122 -2.4419
H 1.4147 0.1914 4.6641
O 1.1460 1.1023 1.0469
H -2.8020 2.4786 -2.2403
C 2.4795 -0.6317 -2.0302
O 0.5127 -2.2070 -0.2016
Si -4.1562 -0.7722 -3.6085
C -0.2104 4.4775 1.0263
H 2.1593 -4.8977 1.1480
C -1.0226 6.7890 0.9099
C -0.1951 5.8045 1.4723
H -1.2378 -4.3898 -1.0452
C 3.4675 -2.5605 3.9082
H 2.4712 1.6278 4.9559
C -1.0924 4.1245 0.0011
H 0.4779 6.0855 2.2807
H -3.7914 0.9302 -5.3929
H -3.4250 4.9107 -2.0780
H -1.2326 -5.8791 -0.0423
H 0.4149 0.3318 2.8153
N -2.7053 4.4838 -1.4947
H 4.2630 -2.5660 4.6569
C 1.2568 0.7786 2.2520
H 0.3968 -6.9476 -0.3784
C 1.2346 -6.6682 0.2667
H 3.7072 -3.5924 -2.6810
H 3.2219 -3.2997 -0.9853
H 3.4869 -0.2544 -1.7271
H -6.2097 -1.1455 -5.1336
H -3.3877 -0.6845 -6.0545
C 1.3557 -2.5458 -3.0761
H 1.8703 -2.9114 5.3443
C -3.3051 -0.0335 -5.1729
H 2.1583 -6.8999 -0.2747
C -1.9231 6.4571 -0.1214
Cl -1.9025 -0.8828 1.7630
C 1.4898 -2.6874 1.9572
H 3.2020 0.0081 4.6700
H 4.4389 0.9456 2.5470
H -1.9622 -4.3583 0.5649
N 2.4919 -1.9252 -2.4085
C 2.1372 -2.7625 4.2911
H 0.7684 -1.7756 -3.5808
O 1.4675 0.0863 -2.0282
N -1.3771 2.9140 -0.6247
Sr -0.5517 0.0270 -0.4862
H -5.5553 1.2026 -2.9470
H 0.7265 -3.0691 -2.3434
H 4.4506 -2.2344 -1.7514
H -6.0654 -2.4514 -3.9639
H 0.0995 -2.9556 3.5423
C 1.2296 -5.2410 0.6872
Cl -3.3079 -2.3107 -2.3730
C 0.3900 -2.9404 0.9028
H -0.9654 7.8181 1.2649
H 1.2036 -7.3321 1.1397
H -6.0000 -0.2495 -2.0214
H -2.5980 7.1766 -0.5920
H 0.4125 3.6815 1.4250
Cl -1.8979 0.4426 -2.8494
H 3.0089 -2.1585 0.5421
H 3.4071 1.8178 1.3610
C -1.1327 -4.7868 -0.0231
H 1.7627 -3.2712 -3.7906
H 4.8231 -2.1490 2.2544
H -5.0077 -2.4088 -5.3696
C -1.9238 5.1343 -0.5451
C -5.4800 -1.7746 -4.6024

Calculated values
Energy relative to the best compared isomer or geometry (same formula, charge and spin) (kcal per mole): 26.7
Spin multiplicity: 1
Molecular weight (Da): 692.7
HOMO level (eV): -4.33
Total charge: -1
Frontier orbital gap (eV): 6.72

Let us look at the Mulliken charges, expressed in e, one per atom: -0.557, -0.144, 0.893, -0.745, 0.207, 0.320, -1.058, 0.275, -0.848, -1.028, 0.576, -0.122, -0.249, -0.956, 0.295, -0.621, 0.318, 0.116, -0.168, 0.811, -0.076, 0.277, -0.264, -0.728, 0.077, -0.641, 0.328, -0.012, 0.372, 0.262, 0.211, 0.445, 0.310, 0.036, 0.342, 0.094, 0.411, -1.554, 0.305, 0.262, 0.265, 0.318, 0.328, -0.913, 0.338, -1.068, 0.311, -1.036, -0.698, 0.132, 0.339, 0.286, 0.294, 0.360, -0.687, 0.271, -0.684, 0.167, 1.338, 0.293, 0.214, 0.296, 0.312, 0.396, 0.264, -0.270, 0.262, 0.354, 0.250, 0.315, 0.326, 0.428, -0.810, -0.126, 0.262, -1.408, 0.329, 0.407, 0.290, 0.459, -1.279

Molecular formula: C17H39F2N11O28
Method: DFT, the ωB97M-V functional and the def2-TZVPD basis

CARTESIAN COORDINATES (ANGSTROEM)
H -17.3585 -25.5115 -3.6304
O -13.1769 -23.2009 6.4669
O -15.2035 -24.0152 -3.9211
H -16.3143 -21.6449 -4.7472
H -14.8608 -21.3684 5.5747
H -16.5427 -29.6185 0.4146
H -13.7962 -26.7519 -4.1795
O -20.1446 -27.2211 1.7910
H -20.5784 -24.8940 2.9344
C -17.1965 -21.0375 -4.5449
H -12.9524 -27.3450 0.9595
H -15.5942 -24.8541 0.1595
O -17.6044 -18.6730 3.5695
H -15.4217 -22.6191 1.1468
H -17.5728 -20.6920 -5.5078
O -17.9250 -23.9481 3.7086
O -18.8365 -28.6336 -1.0891
C -17.5295 -29.2346 0.6735
H -14.1646 -28.6406 0.6072
O -12.1113 -21.3271 -3.4177
C -18.9555 -20.5954 3.7986
H -13.2459 -22.9773 -1.6824
H -14.6483 -21.8847 -1.5713
C -20.3910 -25.7524 3.5795
O -12.9058 -29.0777 -1.5349
O -11.7173 -22.7084 1.0515
C -10.8988 -22.8072 3.2228
H -19.5517 -21.8162 0.2639
O -14.9123 -25.4763 -2.3442
N -17.6659 -19.9096 3.5938
H -19.5100 -20.6585 2.8623
C -13.5621 -21.9347 -1.6480
H -18.7103 -21.5480 4.2682
O -13.9404 -27.5714 3.8276
O -17.6615 -22.6142 -2.8425
H -12.6005 -25.6273 -3.6543
C -10.9018 -21.9764 1.8949
F -11.0405 -22.0441 4.2644
C -17.4080 -23.9174 2.5877
C -15.5554 -27.2776 5.4241
H -14.3244 -22.6439 4.2724
O -12.0687 -23.5840 2.9867
C -13.5287 -25.6961 -4.2216
H -20.9651 -21.5432 -0.7486
H -15.0889 -28.0923 5.9780
O -13.3703 -24.2905 1.2409
H -14.3941 -26.9393 0.0120
C -12.4591 -23.5869 1.7238
H -15.8471 -26.5658 6.1963
O -16.7459 -24.9372 1.9313
N -13.1774 -21.1854 -2.8931
O -17.3078 -22.8883 1.8484
O -19.1984 -22.0942 -4.3144
H -9.8819 -21.7527 1.5821
O -14.7310 -25.5754 4.0517
H -17.3552 -24.7809 -0.0534
C -20.5399 -22.2000 0.0104
H -16.8879 -20.1725 -3.9578
H -11.4334 -21.0500 2.1123
C -16.3875 -23.0091 0.8256
N -21.4517 -22.3254 1.1684
F -16.7525 -22.3661 -0.3055
O -14.0103 -20.2470 -3.2265
O -19.3947 -25.1358 -5.1508
N -14.6546 -26.7328 4.3868
H -19.6125 -20.0165 4.4476
H -10.0388 -23.4697 3.3205
O -17.2973 -27.1736 -0.4879
H -15.8889 -22.6247 5.0055
O -20.9968 -22.5679 2.2392
N -19.6540 -26.7744 2.8531
H -18.2808 -26.6553 -2.9499
C -18.2895 -25.5716 -3.0666
O -22.5786 -22.1480 0.8313
N -14.5890 -24.9945 -3.4397
N -17.9446 -28.2830 -0.3595
H -19.7653 -25.4644 4.4243
O -12.1441 -27.0946 -1.3804
N -19.4534 -25.1129 -3.8909
H -13.0501 -21.4849 -0.7974
H -21.3017 -26.2037 3.9731
H -17.4359 -28.6725 1.6027
O -15.1889 -23.8759 6.9289
O -18.5741 -27.1456 3.3165
C -13.6831 -27.7309 0.2486
H -18.2355 -30.0273 0.9208
C -14.8418 -22.3910 5.1979
N -12.8189 -28.0296 -0.9637
H -18.2126 -25.1521 -2.0635
H -13.5164 -25.4205 -5.2761
H -20.4335 -23.2157 -0.3706
N -18.0665 -22.0085 -3.8462
H -16.4898 -27.4590 4.8929
O -20.4324 -24.7453 -3.2833
N -14.3623 -23.2532 6.2829
O -16.6558 -20.6169 3.4612
C -16.5288 -24.5140 0.6054

Calculated values
Spin multiplicity: 2
Molecular weight (Da): 883.5
HOMO level (spin up / spin down) (eV): -12.44 / -12.44
Total charge: +1
Frontier orbital gap (spin up / spin down) (eV): 5.96 / 2.49

Let us look at the Mulliken charges, expressed in e, one per atom: 0.160, -0.591, -0.403, 0.226, 0.508, 0.322, 0.336, -0.585, 0.137, -0.801, 0.280, -0.351, -0.534, -0.127, 0.320, -0.675, -0.534, -0.746, 0.196, -0.553, -0.540, 0.150, 0.169, -0.688, -0.596, -0.239, 0.238, 0.135, -0.323, 0.855, 0.110, -0.502, 0.136, -0.560, -0.216, 0.310, -0.571, -0.269, 0.213, -0.689, -0.058, -0.276, -0.858, 0.404, 0.346, -0.292, -0.101, 0.430, 0.221, 0.113, 0.939, -0.237, -0.547, 0.324, -0.203, -0.357, -0.685, 0.325, 0.340, 0.561, 1.019, -0.205, -0.544, -0.076, 0.821, 0.386, 0.297, -0.306, 0.082, -0.579, 0.876, 0.469, -0.392, -0.575, 0.628, 0.842, 0.251, -0.573, 1.061, 0.302, 0.367, 0.155, -0.598, -0.404, -0.194, 0.313, -0.461, 0.992, 0.055, 0.316, 0.279, 0.818, 0.167, -0.314, 1.088, -0.445, 0.983

Molecular formula: C6H14NO
Method: DFT, the ωB97M-V functional and the def2-TZVPD basis

CARTESIAN COORDINATES (ANGSTROEM)
C 1.9575 -0.2675 -1.1599
H -2.7587 0.6822 1.3702
H 0.9451 -0.7490 -1.0352
O 2.8686 -0.3504 0.9900
H 4.0344 -0.7162 -0.7976
H 0.0525 1.1841 1.5825
H -0.8185 -1.5475 0.3920
N -2.8936 -0.4698 -0.8903
C -1.9716 1.2234 0.7740
H 2.2414 -0.4487 -2.4034
C 3.0456 -0.8525 -0.2271
C -0.5808 0.6424 0.8390
H -1.9806 2.2809 0.8058
C -2.6644 0.8671 -0.7390
H 0.6916 -1.1019 1.2936
H -0.1117 0.8304 -0.1944
C -0.4076 -0.8895 1.2004
H -3.5605 1.6226 -1.0224
H 1.7750 0.8892 -1.2124
H -0.9051 -1.1440 2.1653
H 2.8732 -1.9377 -0.3594
H -1.8319 0.2525 -1.3715

Calculated values
Energy relative to the best compared isomer or geometry (same formula, charge and spin) (kcal per mole): 105.2
Spin multiplicity: 2
Molecular weight (Da): 116.2
HOMO level (spin up / spin down) (eV): 2.00 / 1.49
Total charge: -2
Frontier orbital gap (spin up / spin down) (eV): 5.08 / 5.55

Let us look at the Mulliken charges, expressed in e, one per atom: -0.677, 0.444, 0.094, -0.867, 0.300, 0.319, 0.247, -0.752, -0.878, 0.268, -0.446, -0.170, 0.428, -0.549, 0.304, -0.240, -1.149, 0.211, 0.217, 0.479, 0.128, 0.292

Molecular formula: C3H5O4Tb
Method: DFT, the ωB97M-V functional and the def2-TZVPD basis

CARTESIAN COORDINATES (ANGSTROEM)
H 0.6619 -1.4240 -0.2618
O -1.1370 2.5125 -0.2206
H -1.6420 -1.0827 0.9633
O -1.9748 0.4275 -0.3280
O 2.5787 0.2662 1.6680
O 0.1706 0.6904 -0.4747
C -1.4653 -0.8983 -0.1030
C -1.0096 1.3373 -0.3883
H -1.9445 -1.8504 -0.5133
Tb 2.5763 1.5287 -0.0827
H 3.3087 0.2409 2.2872
H -0.0309 -0.9578 -1.8131
C -0.0922 -0.7903 -0.7331

Calculated values
Energy relative to the best compared isomer or geometry (same formula, charge and spin) (kcal per mole): 21.2
Spin multiplicity: 8
Molecular weight (Da): 264.0
HOMO level (spin up / spin down) (eV): -13.24 / -12.22
Total charge: +1
Frontier orbital gap (spin up / spin down) (eV): 9.61 / 7.27

Let us look at the Mulliken charges, expressed in e, one per atom: 0.377, -0.491, 0.283, -0.336, -0.796, -0.251, -0.345, 0.686, 0.305, 1.350, 0.246, 0.293, -0.321

> The highest molecular weight belongs to which entry?

C17H39F2N11O28

> Which value of molecular weight does entry 3 give?

883.5 Da